1.
23
Properties=species:S:1:pos:R:3:forces:R:3 method="wB97M-V/def2-TZVPD" orbital_gap_ev=9.7 smiles=C[C@H](CO)N(C)C.O
C 2.27645 -0.31836 -0.06296 -1.23 -1.54 1.66
N 0.87002 -0.40327 -0.59330 1.00 0.59 0.79
C 0.70978 -1.53306 -1.45349 -0.54 -1.34 -2.86
C -0.19720 -1.50109 1.39232 1.03 -1.30 -2.17
C -0.06602 -0.21268 0.54687 -1.55 -0.34 -0.97
C -1.59214 0.22106 0.13297 1.94 -1.07 1.53
O -2.03606 1.21390 1.02577 -0.15 -0.08 0.41
H 2.24653 0.55559 0.54748 0.38 0.78 0.43
H 3.05500 -0.18266 -0.79363 0.01 -0.32 -0.57
H 2.53960 -1.18173 0.70702 -0.38 1.32 -1.82
H -0.36151 -1.79783 -1.85279 1.79 1.12 0.93
H 1.37378 -1.36645 -2.36302 -1.03 0.09 0.75
H 1.10443 -2.50622 -1.13831 -0.07 0.04 0.88
H 0.79127 -1.77937 1.77359 -0.16 -0.13 0.03
H -0.53788 -2.41188 0.67449 0.52 2.17 1.80
H -0.83373 -1.38599 2.23581 -0.81 0.05 0.50
H 0.34063 0.67473 1.05684 -0.24 -0.64 0.32
H -2.10480 -0.71091 0.42052 -0.67 0.63 -0.90
H -1.68514 0.60454 -0.87457 -0.07 -0.72 -0.37
H -1.38189 1.91979 0.97987 -0.07 0.19 -0.21
H -0.62020 2.47263 -1.57223 0.08 0.18 0.21
H 0.45506 1.47010 -1.07959 -0.98 1.10 0.69
O -0.10313 2.27044 -0.78111 1.20 -0.77 -1.07

2.
66
Properties=species:S:1:pos:R:3:forces:R:3 method="wB97M-V/def2-TZVPD" multiplicity=4 total_charge=+3 orbital_gap_ev="6.9 / 4.1"
Re 0.40993 -0.42958 0.09225 -1.40 -0.07 -0.73
N -0.34537 0.90985 3.32319 -0.06 0.35 -0.12
C 0.08592 -0.35028 3.28719 0.00 -0.41 0.41
N 0.34130 -1.00280 2.16370 -0.04 0.38 -0.38
C 0.69727 -2.31322 2.39407 0.12 -0.60 1.56
C 0.74346 -2.65463 3.71381 0.00 0.13 -0.94
S 0.32277 -1.32063 4.71643 -0.08 0.33 -0.57
C 0.90654 -3.14325 1.22933 0.51 -1.72 0.54
C 1.31323 -4.44476 1.19642 -0.32 0.99 0.07
S 1.37282 -5.03990 -0.41563 -0.35 0.78 -0.20
C 0.81658 -3.47865 -0.96966 0.21 -0.80 -0.63
N 0.63558 -2.59182 -0.01185 -0.05 1.07 0.03
N 0.60127 -3.22287 -2.26597 0.06 -0.03 0.03
H -0.33539 1.44986 2.46659 0.03 -0.03 0.25
H -0.49070 1.38678 4.19802 -0.01 0.01 -0.05
H 0.97920 -3.60868 4.13892 0.03 -0.21 0.13
H 1.54864 -5.07929 2.02747 0.11 -0.12 0.15
H 0.67986 -3.96475 -2.94124 -0.04 0.02 -0.08
H 0.11695 -2.37992 -2.53836 -0.07 -0.11 -0.04
C 0.38492 2.17005 -2.45924 0.04 -0.12 0.13
P 0.49421 0.36516 -2.23766 -0.05 -0.11 0.29
C 1.91122 -0.06699 -3.29691 -0.35 0.08 -0.06
C -1.04652 -0.23262 -3.03089 0.23 -0.03 0.17
C -1.18844 -0.32058 -4.41230 -0.03 -0.05 0.04
C -2.38464 -0.75771 -4.96337 -0.03 0.03 0.00
C -3.45693 -1.08044 -4.14660 -0.03 0.00 0.11
C -3.33600 -0.97186 -2.77024 0.09 0.05 0.02
C -2.13431 -0.55832 -2.20512 0.11 -0.04 0.26
P -1.96557 -0.45508 -0.38877 0.69 -0.14 -0.07
C -2.72818 -1.96498 0.28398 0.00 0.22 -0.10
C -2.99305 0.93394 0.17688 0.25 -0.11 0.01
H 0.22475 2.39101 -3.51461 0.01 0.01 0.00
H 1.31303 2.63117 -2.12397 0.00 0.02 -0.01
H -0.43818 2.57938 -1.87441 0.00 -0.03 -0.02
H 1.73869 0.28982 -4.31003 0.08 0.01 -0.10
H 2.10399 -1.13502 -3.31560 0.00 -0.10 0.03
H 2.78884 0.44266 -2.90335 0.04 0.02 0.07
H -0.37290 -0.04789 -5.06676 0.06 -0.02 -0.06
H -2.48967 -0.84232 -6.03272 0.03 0.02 -0.15
H -4.39063 -1.41526 -4.57250 -0.05 -0.01 -0.08
H -4.17704 -1.21427 -2.13829 -0.14 -0.05 0.02
H -3.78778 -2.00021 0.03535 -0.05 -0.01 -0.01
H -2.62969 -1.97406 1.36840 0.04 0.03 0.05
H -2.23450 -2.84321 -0.12916 0.01 0.01 -0.01
H -3.99723 0.83042 -0.24043 0.06 -0.01 0.00
H -2.55691 1.87597 -0.15397 -0.04 0.00 -0.02
H -3.05667 0.92800 1.26582 0.01 -0.02 -0.02
C 9.69216 3.79625 0.10876 0.75 -0.08 -0.37
C 8.43183 4.39749 0.53696 -0.67 0.31 0.13
O 7.78789 5.29607 0.14923 0.24 0.11 -0.17
S 7.75746 3.41732 2.07869 -1.00 -0.36 0.20
C 6.04652 3.25734 1.82248 1.12 0.20 0.09
C 5.30408 3.95665 0.85664 -0.30 0.33 -0.51
C 4.00333 3.60135 0.59492 0.02 0.04 0.11
C 3.39448 2.55328 1.30839 1.17 0.31 0.36
C 4.10146 1.94401 2.36699 0.03 0.03 -0.09
C 5.40295 2.28791 2.61878 -0.14 -0.24 0.33
C 2.16143 2.00517 0.93663 -1.48 -0.65 -0.47
C 1.17130 1.36727 0.58142 0.69 0.55 0.23
H 10.13003 4.38983 -0.69353 -0.05 0.04 0.05
H 9.52364 2.78062 -0.24964 -0.11 -0.08 0.02
H 10.39445 3.72918 0.93911 0.01 0.03 0.12
H 5.75072 4.77034 0.30934 -0.01 -0.03 -0.04
H 3.44712 4.12314 -0.16860 -0.02 0.04 -0.06
H 3.61654 1.17001 2.94200 0.02 -0.04 0.08
H 5.95157 1.79982 3.40931 0.07 -0.09 0.08

3.
114
Properties=species:S:1:pos:R:3:forces:R:3 method="wB97M-V/def2-TZVPD" total_charge=-2 orbital_gap_ev=5.2
Sr -0.81163 -0.54325 0.13215 -0.55 -0.11 -0.01
C 11.10596 2.64352 -6.31803 -0.02 -0.03 -0.01
O 10.25312 1.57809 -6.67557 -0.01 0.02 0.02
C 9.02771 1.52854 -6.06686 0.08 0.02 -0.03
C 8.56671 2.47225 -5.16210 -0.02 -0.02 -0.01
C 7.30102 2.31864 -4.60346 0.02 0.01 0.00
C 6.48821 1.24446 -4.93264 -0.06 -0.03 0.02
C 6.97323 0.30108 -5.84451 0.06 0.04 -0.01
C 8.22463 0.44098 -6.40437 -0.05 -0.03 0.01
C 5.15455 1.05164 -4.35234 0.11 0.07 0.03
N 4.41060 -0.01011 -4.52922 -0.14 0.00 0.02
C 3.26656 0.22179 -3.79440 0.14 -0.08 -0.08
C 3.33022 1.44524 -3.18239 0.02 0.12 0.05
N 4.54651 1.97537 -3.54490 -0.07 -0.08 -0.04
C 2.30635 1.96709 -2.33505 0.01 0.01 0.02
C 2.33548 3.20534 -1.68840 -0.07 -0.01 0.03
C 1.29577 3.55642 -0.85882 0.06 0.00 -0.04
C 0.25205 2.64712 -0.67794 -0.03 -0.02 0.03
N 0.21389 1.47716 -1.28154 0.13 0.03 -0.07
C 1.20617 1.12564 -2.10688 -0.07 -0.08 -0.03
C 1.11863 -0.19831 -2.74372 0.03 0.11 0.05
N 0.04756 -0.95333 -2.44753 0.07 0.06 -0.09
C -0.05844 -2.15206 -2.99078 -0.05 -0.02 0.08
C 0.91124 -2.67369 -3.85609 0.01 0.00 -0.01
C 2.02189 -1.92284 -4.15176 -0.06 0.04 0.05
C 2.13943 -0.64549 -3.59237 0.00 -0.07 -0.04
H 12.02427 2.50021 -6.88207 0.00 0.00 0.00
H 11.33375 2.63099 -5.24833 0.00 0.01 0.00
H 10.66966 3.61182 -6.58035 0.00 0.00 0.00
H 9.17050 3.32016 -4.87431 0.01 0.00 0.00
H 6.97349 3.06165 -3.88637 -0.02 -0.01 0.00
H 6.34512 -0.54342 -6.09236 -0.01 0.00 0.00
H 8.60736 -0.28723 -7.10758 0.00 0.00 0.00
H 4.93290 2.84474 -3.22912 0.00 0.00 0.00
H 3.17516 3.87820 -1.82643 0.01 0.00 -0.01
H 1.28867 4.49998 -0.33070 0.00 0.00 0.00
H -0.57607 2.85760 -0.00765 0.02 0.01 0.00
H -0.94082 -2.72581 -2.71243 0.02 0.00 -0.02
H 0.78165 -3.67049 -4.25544 0.01 0.00 0.00
H 2.81445 -2.29619 -4.78735 0.00 0.00 -0.01
O 2.88697 -0.22968 -0.26549 0.07 0.03 -0.04
S 2.66865 -1.59368 0.18211 -0.09 -0.18 -0.12
O 3.58746 -2.56478 -0.38436 0.05 0.07 0.04
O 1.27369 -2.03531 0.07184 0.10 0.30 0.21
C 3.06781 -1.56977 1.95332 0.09 -0.11 -0.03
C 4.26613 -2.20735 2.26366 0.02 -0.02 0.06
C 4.75329 -2.25480 3.56122 0.00 0.00 -0.04
C 4.03659 -1.65857 4.58242 -0.03 0.01 0.01
C 2.84191 -1.01964 4.28966 0.01 0.00 0.01
C 2.34548 -0.96486 2.99102 -0.02 0.07 0.07
S 0.76108 -0.11218 2.84679 0.08 0.04 0.05
O 0.58145 0.58108 4.10626 0.04 -0.01 -0.04
O -0.22417 -1.17429 2.61799 -0.06 0.05 -0.09
O 0.86753 0.76856 1.68313 -0.03 -0.09 0.04
H 4.80465 -2.67511 1.45201 0.00 0.00 0.00
H 5.69011 -2.75916 3.76862 0.00 -0.01 -0.02
H 4.40063 -1.68858 5.60279 -0.02 0.01 0.01
H 2.26211 -0.53771 5.06420 0.02 -0.01 0.01
C -3.10581 4.13432 6.21288 0.03 0.02 -0.01
C -4.09862 3.21399 5.90392 -0.03 -0.03 -0.02
C -4.02191 2.46957 4.73476 -0.02 0.01 0.00
C -2.95182 2.62832 3.85533 0.03 0.02 0.04
C -1.95207 3.54023 4.18953 0.01 -0.01 0.00
C -2.02987 4.29578 5.35118 -0.01 0.01 0.03
P -2.73229 1.70977 2.26959 0.01 -0.24 -0.16
C -3.70620 0.19663 2.67950 0.01 0.11 0.06
C -3.16536 -0.67494 3.62756 0.00 0.02 -0.01
C -3.85983 -1.80958 4.01909 0.01 0.00 -0.03
C -5.10164 -2.09090 3.46468 0.03 -0.02 0.06
C -5.63686 -1.24179 2.50963 -0.02 0.00 -0.04
C -4.94177 -0.10498 2.11548 -0.01 -0.03 0.01
C -3.91427 2.60537 1.19093 0.00 0.03 0.05
C -4.73358 3.61905 1.61923 -0.05 0.03 -0.02
C -5.62755 4.24656 0.72066 0.03 -0.04 -0.01
C -5.69099 3.83537 -0.57974 0.00 0.02 0.05
C -4.85396 2.79394 -1.05461 0.00 0.02 -0.07
C -4.91725 2.35679 -2.39851 -0.01 -0.01 0.00
C -4.08720 1.35303 -2.81487 0.01 0.02 0.04
C -3.15929 0.76901 -1.92054 0.04 -0.08 -0.01
C -3.02469 1.13042 -0.58982 -0.08 -0.06 0.14
C -3.92912 2.16447 -0.17388 0.13 0.10 0.00
H -3.16400 4.71224 7.12808 0.00 0.00 0.00
H -4.93691 3.07271 6.57666 0.00 0.00 0.00
H -4.80175 1.75434 4.49973 0.01 -0.01 0.00
H -1.08998 3.63690 3.53872 -0.01 -0.02 -0.01
H -1.23835 4.99510 5.59346 0.00 0.00 0.00
H -2.18600 -0.47259 4.04415 0.01 0.01 0.00
H -3.41849 -2.49214 4.73513 0.00 0.01 0.00
H -5.63477 -2.98597 3.76328 -0.02 -0.01 -0.03
H -6.59453 -1.46849 2.05630 0.00 -0.01 -0.02
H -5.36120 0.54348 1.35747 0.00 0.01 0.00
H -4.71914 3.94991 2.65065 0.03 -0.03 -0.01
H -6.26738 5.04533 1.08011 -0.01 0.00 -0.02
H -6.38639 4.29971 -1.27366 0.00 0.00 0.01
H -5.62774 2.82280 -3.07515 0.00 0.00 0.00
H -4.13666 1.00593 -3.84330 0.02 -0.01 0.01
H -2.51806 -0.00857 -2.33714 -0.02 0.00 0.00
O -2.89478 -3.67297 -2.00505 0.01 -0.02 -0.02
C -2.78902 -3.45133 -0.79105 -0.02 0.02 0.10
O -2.13890 -2.52546 -0.23039 0.03 0.00 -0.18
C -3.50474 -4.39630 0.17412 0.05 -0.01 0.01
C -4.42227 -5.32460 -0.29918 0.03 0.02 -0.07
C -5.09356 -6.20123 0.55708 -0.02 -0.01 0.03
C -4.79394 -6.09834 1.89373 0.01 -0.01 0.01
O -5.26905 -6.86048 2.95020 -0.02 -0.01 -0.04
C -4.86277 -6.12542 4.09762 0.02 -0.02 0.00
O -3.74380 -5.34216 3.73927 0.00 0.01 -0.02
C -3.87350 -5.18340 2.36555 0.00 0.02 0.03
C -3.21022 -4.31517 1.53944 -0.04 0.01 0.03
H -4.59796 -5.34550 -1.36708 -0.01 0.00 0.02
H -5.81186 -6.92452 0.19373 0.00 0.00 0.00
H -4.58191 -6.81844 4.88859 -0.02 0.00 0.02
H -5.68833 -5.46936 4.41202 0.01 0.01 0.00
H -2.49897 -3.58411 1.89767 0.01 0.00 0.01

4.
45
Properties=species:S:1:pos:R:3:forces:R:3 method="wB97M-V/def2-TZVPD" orbital_gap_ev=8.3
C 4.82107 1.80105 1.51392 -0.28 -0.10 -0.31
C 4.29170 1.14143 0.24355 0.43 -0.07 0.24
O 3.06439 1.69749 -0.18581 -0.26 0.11 -0.08
C 1.90569 1.33408 0.41181 -0.33 0.10 -0.01
C 1.77456 0.40161 1.43785 0.34 0.03 -0.04
C 0.52457 0.08747 1.93347 -0.20 0.29 0.04
C -0.62211 0.71320 1.45086 0.47 0.04 0.01
C -0.47880 1.67928 0.45150 -0.02 -0.20 0.22
C 0.75757 1.97037 -0.07184 0.32 0.03 0.00
H 0.87162 2.69235 -0.86446 0.02 0.09 -0.10
H -1.35715 2.17972 0.06868 -0.09 0.07 -0.05
C -1.94522 0.43850 2.00575 -0.08 -0.07 -0.03
N -2.49541 -0.63407 2.41674 -0.65 0.52 0.17
N -1.95218 -1.87713 2.32783 0.12 -0.45 0.51
C -1.09449 -2.50823 1.45070 -0.08 -0.01 -0.09
O -0.61790 -3.57999 1.78917 0.13 -0.01 -0.03
C -0.81792 -1.89670 0.15964 0.70 -0.61 -0.12
C 0.39367 -1.93011 -0.53737 -0.67 -0.10 0.36
N 0.32214 -1.18404 -1.64877 0.27 0.13 -0.37
C -0.91005 -0.70397 -1.70229 -0.01 -0.23 0.36
C -1.50375 0.11329 -2.66884 -0.51 0.20 -0.05
C -2.82337 0.46478 -2.54736 0.43 -0.08 -0.10
C -3.56054 -0.04141 -1.45156 0.10 -0.13 0.23
C -2.97579 -0.83041 -0.50907 -0.71 0.20 -0.07
N -1.65971 -1.12545 -0.60563 0.24 0.14 -0.61
H -3.52862 -1.24810 0.31712 0.07 -0.02 0.03
H -4.60914 0.19358 -1.36288 -0.12 -0.02 0.07
C -3.50572 1.34169 -3.54834 0.01 -0.02 0.00
H -4.33485 0.80944 -4.01315 -0.06 0.02 -0.07
H -2.81321 1.65581 -4.32405 0.00 0.05 -0.08
H -3.91291 2.22670 -3.06082 -0.04 0.08 -0.02
H -0.89499 0.43963 -3.49550 0.08 0.05 -0.11
C 1.62990 -2.65508 -0.16111 -0.03 0.01 0.08
H 1.73733 -3.53567 -0.79334 0.03 -0.08 0.01
H 1.57768 -2.98052 0.87360 0.09 -0.06 0.03
H 2.49548 -2.01775 -0.32496 0.07 0.06 -0.01
H -2.27727 -2.47989 3.07676 0.10 0.08 -0.29
H -2.59690 1.30113 2.10667 -0.04 0.07 0.06
H 0.44640 -0.63889 2.72959 -0.01 -0.09 0.04
H 2.63280 -0.10130 1.85361 0.12 -0.02 0.01
H 4.97940 1.33090 -0.58543 -0.10 -0.12 0.11
H 4.20136 0.05653 0.37392 -0.02 0.08 -0.08
H 4.13751 1.65116 2.34609 -0.01 -0.01 0.10
H 4.93503 2.87011 1.35305 0.04 0.09 0.01
H 5.78809 1.37742 1.77070 0.11 -0.04 0.06

no.,calculated total energy (eV)
1,-11011.635
2,-88629.373
3,-118991.088
4,-30082.399